(1)
{"formula": "C3H8N", "method": "ωB97M-V/def2-TZVPD", "symbols": ["C", "C", "C", "N", "H", "H", "H", "H", "H", "H", "H", "H"], "positions_angstrom": [[0.49, -1.48, 1.21], [0.50, -0.48, 0.10], [-0.54, 0.30, -0.14], [-0.37, 1.47, -1.04], [-0.53, -1.82, 1.39], [0.93, -1.04, 2.10], [0.99, -2.40, 0.94], [1.36, -0.42, -0.57], [-1.44, 0.31, 0.44], [-0.43, 1.21, -2.03], [0.58, 1.83, -0.97], [-1.02, 2.23, -0.81]], "nbo_charge": [-0.66, -0.09, -0.11, -0.69, 0.24, 0.26, 0.25, 0.22, 0.24, 0.45, 0.45, 0.46], "charge": 1, "homo_energy_ev": -15.14, "smiles": "C/C=C/[NH3+]", "mol_weight_g_mol": 58.1, "spin_multiplicity": 1, "gap_ev": 11.2}

(2)
{"formula": "C3H8N2", "method": "ωB97M-V/def2-TZVPD", "symbols": ["N", "C", "C", "N", "C", "H", "H", "H", "H", "H", "H", "H", "H"], "positions_angstrom": [[1.88, 0.10, 0.01], [0.55, -0.08, -0.47], [-0.45, 1.08, -0.04], [-1.57, 0.11, -0.22], [-0.66, -1.00, 0.06], [1.94, 0.15, 1.09], [2.45, -0.69, -0.21], [0.55, -0.18, -1.63], [-0.27, 1.43, 1.02], [-0.48, 2.01, -0.68], [-2.33, 0.27, 0.48], [-0.83, -1.92, -0.62], [-0.79, -1.28, 1.21]], "nbo_charge": [-0.82, -0.05, -0.23, -0.63, -0.25, 0.36, 0.36, 0.20, 0.16, 0.19, 0.35, 0.19, 0.18], "homo_energy_ev": -8.94, "smiles": "NC1CNC1", "mol_weight_g_mol": 72.1, "spin_multiplicity": 1, "gap_ev": 10.1}